(1)
116
Properties=species:S:1:pos:R:3:forces:R:3:mulliken_charge:R:1 method="wB97M-V/def2-TZVPD" max_force_ev_per_a=2.6 homo_energy_ev=-3.128 charge=-1 e_above_lowest_ev=1.359 energy_ev=-131697.840 e_lumo_ev=1.5 homo_lumo_gap_ev=4.6339
C 8.628917 3.509031 -1.245020 -0.19 -0.16 0.29 -0.5871
H 3.172469 3.921862 -0.464623 0.02 -0.04 -0.03 0.2285
H -1.393368 -4.007626 7.723679 0.00 0.02 -0.05 0.2972
H -2.123898 1.575698 3.230053 0.06 -0.01 0.08 -0.2519
H 5.024915 -1.950463 -0.989972 0.12 -0.01 -0.14 0.2756
N 2.224938 3.592696 -0.429067 -0.11 0.12 0.02 -0.3155
H -0.779663 -1.990962 -4.986232 0.03 -0.02 -0.04 0.3517
H -5.391082 0.532136 2.480656 0.03 -0.08 -0.05 0.4646
S -3.186312 1.597102 -0.362998 -0.18 0.38 0.26 0.4970
H 3.540595 -1.338329 -7.271240 -0.01 0.00 0.00 0.3554
P 0.145729 -0.426129 -2.716847 -1.02 0.20 -0.53 2.1931
C 6.567693 -0.096742 0.675580 -0.30 -0.11 0.12 -1.5786
C -0.739960 1.103634 -3.402532 0.01 0.12 0.09 0.2297
H 1.674141 -1.889305 7.851452 0.00 -0.01 0.01 0.4338
H -1.526508 4.909214 0.090860 -0.01 0.01 -0.13 0.6129
Y 0.187259 -0.543288 0.155395 1.62 0.12 -2.05 -0.9428
S 1.370826 -4.692728 8.373533 0.05 0.03 -0.11 -0.1307
C -2.123704 1.223008 -3.525355 0.10 -0.06 -0.11 -0.7900
H -2.409582 4.508072 -4.336137 0.01 0.00 0.02 0.3222
H 5.215281 2.073574 1.783189 0.01 -0.07 0.05 0.4717
N 7.271530 -0.776000 -1.572132 -0.09 0.11 0.28 -0.4016
N 2.961497 -0.132763 0.809312 0.21 -0.13 0.03 0.3572
C 1.276735 -2.343202 6.952562 -0.05 0.02 -0.07 -0.2451
C -1.254413 -1.595075 -2.946486 -0.01 -0.18 -0.32 -0.0082
S 1.077146 -2.489068 -1.255829 0.33 0.04 0.69 -0.7779
C 0.328793 -1.394116 3.469977 -0.04 0.20 -0.01 -0.0802
O 0.819666 1.831083 -0.564789 0.26 -0.26 0.40 0.7689
C 2.897567 -1.166127 -6.415677 0.05 -0.03 -0.02 -0.5330
C 4.313981 -2.004669 -0.172077 -0.04 -0.14 0.13 -0.6853
C 7.940257 2.588933 -0.477851 0.07 0.32 0.07 -0.6706
C 1.004464 -3.705449 6.933353 0.08 -0.21 0.30 -0.3651
H -0.997156 4.060632 3.589302 -0.04 0.02 0.03 0.4610
C -1.713414 3.674037 2.863366 0.25 -0.17 -0.31 -1.2111
S -0.704622 3.112434 1.441638 -0.20 0.16 0.19 0.1879
C -3.950903 -2.474366 0.184675 -0.10 -0.13 0.04 -1.0444
C -1.354721 -4.021756 8.807331 -0.08 -0.06 0.10 -0.8728
S -4.307878 2.544695 3.057235 0.11 -0.15 0.03 -0.2327
H 2.543087 0.773735 -1.950992 0.07 -0.03 0.01 -0.1185
H 7.584057 2.837899 0.513675 0.01 0.00 -0.01 0.3126
C 7.735623 1.336508 -1.048573 0.00 -0.26 -0.36 1.4109
H -2.511312 2.638990 4.587030 0.06 0.00 0.00 0.4317
N 7.875269 -0.295414 -2.584139 0.00 -0.31 -0.26 -0.6610
C -2.534778 2.547931 3.500890 -0.29 0.08 -0.08 -0.0193
H -5.043862 -3.589662 -1.272769 0.02 -0.02 0.00 0.3350
N 2.780858 1.721117 -1.684828 -0.09 -0.08 0.07 -0.0414
H 0.055117 4.360359 -4.048003 0.00 -0.02 -0.02 0.3825
C 1.810227 -0.312067 -6.517843 -0.01 0.04 -0.07 -0.7420
H -4.638987 -2.696964 0.995532 -0.01 -0.02 -0.02 0.3600
H -0.093796 -3.988086 3.742627 0.00 0.01 0.00 0.5394
C 0.168299 -0.775045 2.427640 -0.12 -0.09 1.69 -0.4339
C -0.130992 -4.721300 9.339235 -0.03 0.10 -0.05 0.6300
H 2.496112 -2.101625 -3.183265 -0.06 -0.02 0.07 0.2061
C 0.018739 2.268552 -3.583701 -0.08 -0.05 -0.03 -0.2400
H -5.088531 0.325266 0.118053 -0.05 0.00 0.01 0.4480
H 9.204480 1.722401 -4.104162 0.03 0.01 0.00 0.4278
H -4.281253 -3.959302 -3.534334 0.01 0.00 -0.01 0.3339
C 9.077695 3.201173 -2.537904 0.12 -0.03 -0.31 -0.4949
O -0.098673 -5.287718 10.401982 -0.03 -0.02 -0.05 -0.5665
C 0.280823 -3.534458 4.650710 0.01 0.01 -0.02 -0.4413
C -3.051220 3.402010 -0.100474 -0.13 -0.34 -0.25 -1.2216
C 3.145953 -1.802659 -5.209138 -0.01 0.08 -0.01 -0.7271
H -2.343099 4.502542 2.537971 -0.01 0.03 0.08 0.4613
H -1.344431 -2.990198 9.164680 0.03 0.01 -0.04 0.2475
H -2.662074 -3.530685 -5.353357 -0.02 0.00 0.01 0.3953
H 6.774568 -1.135722 0.928046 0.01 0.01 -0.14 0.2918
H 0.327041 -5.369182 5.758167 0.00 0.00 0.01 0.4132
H 1.627340 3.958115 0.299596 0.01 -0.07 0.00 0.2401
H 1.264151 -0.516548 5.831328 -0.01 0.00 -0.02 0.4864
C 0.517324 -4.303533 5.774800 0.00 0.08 -0.01 -0.3266
H 0.134683 0.571289 -5.536991 0.03 -0.03 -0.03 0.4528
H 2.494795 1.670987 1.860132 -0.01 0.05 -0.05 0.4953
H -3.617834 3.654804 0.791207 -0.01 0.09 0.02 0.3244
N 5.150242 0.159889 0.788605 0.05 -0.19 -0.05 0.5648
H 8.828322 4.491344 -0.837356 -0.02 0.01 -0.01 0.3827
C 0.982029 -0.091555 -5.426689 -0.04 -0.08 0.01 -0.3097
H -2.648993 -1.367099 1.466010 0.05 0.00 -0.01 0.3867
H 1.598276 0.184845 -7.457708 -0.01 0.00 0.01 0.4039
C 2.316874 -1.583862 -4.116800 0.07 0.01 -0.03 -0.4013
H 1.096983 2.204912 -3.489048 0.01 0.07 -0.01 0.5917
C 1.217130 -0.725686 -4.203297 0.26 0.01 0.18 0.2591
C -1.458789 -2.188327 -4.168894 0.01 0.18 0.23 -0.3293
H -2.236003 -4.516120 9.212897 0.04 0.00 0.04 0.3229
C -1.944210 3.568141 -4.062446 -0.10 -0.01 0.01 -0.7140
C -3.256110 -2.709021 -2.107245 0.19 0.19 0.00 1.1744
C 3.268389 1.058583 1.424836 -0.12 -0.11 0.19 -0.9740
C -2.139243 -1.861602 -1.853044 -0.32 -0.07 -0.06 0.6622
C -2.716628 2.434515 -3.864330 -0.02 0.11 -0.02 -0.3503
C -4.514917 1.027106 2.056980 -0.09 0.28 0.06 0.0123
C 1.045936 -1.576395 5.823666 0.00 0.04 -0.01 -0.6001
C 8.868276 1.962460 -3.104994 0.00 0.02 0.02 -0.6392
H -3.640228 0.403805 2.225713 -0.05 -0.09 0.04 -0.3484
C -4.716373 1.249343 0.563732 0.42 -0.07 -0.03 -1.2565
H -5.436693 2.045153 0.369149 -0.05 -0.04 -0.01 0.5538
C -4.175564 -2.972376 -1.064782 -0.10 -0.02 0.15 -0.8709
H -1.032807 3.472613 -0.842785 0.05 0.10 -0.04 -0.5069
H 9.600977 3.962930 -3.101245 0.00 -0.02 0.00 0.3604
C -1.599962 3.822037 0.021879 0.10 -0.10 0.25 0.0208
C 8.195111 1.013516 -2.334116 -0.10 0.41 0.48 0.0806
H 4.687357 -2.725767 0.563213 0.02 0.05 0.01 0.3947
H 7.065179 0.551429 1.394191 0.08 -0.08 0.06 0.5132
H -2.754673 0.359781 -3.361091 0.00 -0.03 -0.01 0.2171
C 0.543390 -2.156636 4.653961 0.03 -0.18 0.05 0.5972
H 3.345139 -2.364510 -0.540695 -0.05 0.03 -0.01 -0.3112
N 7.148509 0.184945 -0.616501 0.10 -0.04 -0.14 0.8353
C -0.564675 3.480457 -3.910299 0.09 0.04 0.01 -0.7717
H -3.793900 2.491075 -3.973589 0.00 -0.02 0.03 0.3975
C 4.108843 -0.681717 0.456354 -0.11 0.40 0.07 0.3551
C -2.804852 -1.689915 0.436607 0.13 0.23 -0.12 0.2846
H 3.724187 2.038470 -1.810356 0.01 0.02 0.01 0.2303
C -1.896949 -1.325214 -0.541821 -0.77 -0.40 -0.26 -0.5027
C -3.431488 -3.301512 -3.380449 -0.05 -0.03 -0.07 -0.9350
C 4.606796 1.259319 1.424091 0.03 0.28 -0.06 -0.5879
H 3.988036 -2.477625 -5.111259 0.00 0.00 0.00 0.4347
C 1.907506 2.338951 -0.857954 -0.03 -0.03 -0.30 -0.5356
C -2.541167 -3.061176 -4.383547 -0.10 -0.05 -0.06 -1.0268
H -3.496574 3.907655 -0.961598 0.04 0.08 0.03 0.5598



(2)
112
Properties=species:S:1:pos:R:3:forces:R:3:mulliken_spin:R:1 method="wB97M-V/def2-TZVPD" max_force_ev_per_a=1.3 homo_energy_ev="-10.929 / -10.943" charge=+1 spin_multiplicity=4 energy_ev=-236636.843 e_lumo_ev="-5.4 / -2.6" s2=4.226 homo_lumo_gap_ev="5.5085 / 8.3776"
C 3.054933 2.402394 4.218734 -0.04 -0.02 -0.01 -0.0032
C 1.000448 -3.074836 4.761340 -0.01 0.02 0.00 0.0011
Mn 0.646827 -0.136972 -0.546335 -0.15 -0.41 -1.04 3.5432
C -1.241441 -3.000377 -4.849770 0.03 0.00 0.00 0.0007
C -1.987267 -3.734826 1.523878 0.01 -0.02 0.02 -0.0030
H -3.217806 2.691636 2.471427 -0.03 -0.04 0.05 -0.0002
C -4.540881 0.617169 -1.572696 0.02 -0.06 -0.01 0.0008
H -2.173741 -3.303645 -2.917575 0.01 0.00 0.00 -0.0001
Se 3.089966 -1.070620 0.002290 -0.18 0.18 -0.08 -0.2117
C 2.209115 0.211827 -3.154494 0.00 -0.03 0.02 -0.0120
H -0.059269 3.636070 2.591868 -0.03 0.02 0.00 -0.0002
H 7.878839 0.517179 -1.739859 0.00 0.00 0.00 -0.0001
O -2.280136 0.197441 2.808663 -0.06 -0.01 -0.12 0.0072
C -1.616430 -5.265263 -0.295507 -0.01 0.02 0.01 0.0010
H -1.181409 -1.283043 -1.970256 -0.02 0.01 -0.06 0.0383
N 1.051232 -0.439772 -2.531730 -0.08 -0.02 0.06 -0.0290
C 2.763638 -0.626107 -4.285376 0.04 -0.05 0.02 0.0011
O -3.935839 0.450064 1.274314 -0.05 -0.06 0.01 0.0018
H 0.139647 -3.828553 2.962464 -0.01 -0.02 -0.02 -0.0007
C 4.943764 1.609821 -0.460794 0.12 -0.02 0.02 0.0259
H -3.015237 -5.594834 1.300267 0.00 0.01 0.00 -0.0001
C -2.275830 -4.925920 0.879711 0.00 0.00 0.00 -0.0001
H -1.843497 -6.194146 -0.801665 0.00 0.00 0.01 0.0001
H -4.316586 -0.256877 4.537013 0.00 0.01 0.00 0.0000
C 4.797727 0.760749 2.804890 0.00 0.02 -0.02 -0.0048
H 4.305528 2.003256 5.910225 0.01 0.00 -0.01 0.0000
H -5.402948 1.248376 -4.793308 0.00 0.00 0.00 -0.0001
C -3.804986 2.029219 3.100799 -0.01 0.06 0.07 0.0000
H 6.342409 4.507475 -1.510291 -0.01 0.00 0.00 -0.0002
H -3.267420 -1.028293 0.012131 0.04 -0.04 0.00 -0.0009
C -0.365650 -3.215221 -0.141736 0.01 -0.05 0.06 0.0415
C -1.850925 -2.487446 -3.565330 -0.02 0.07 0.00 0.0003
C -0.752239 -1.501823 1.734069 0.14 -0.16 -0.57 -0.0264
H 5.481719 0.121343 2.258347 -0.01 0.00 -0.01 0.0007
O 0.245798 -0.840042 0.980651 -0.02 0.16 1.31 0.0669
C -2.124840 -0.805378 1.817041 0.01 0.09 0.16 0.0093
H -2.780852 -1.627128 2.105830 -0.05 0.02 0.02 0.0032
H -4.482494 -1.366445 3.162506 0.03 0.00 0.00 0.0002
C -2.640329 1.344240 -2.834335 0.02 -0.01 0.04 0.0042
H 5.850426 0.540549 4.652709 0.00 -0.01 0.00 0.0001
H 1.497038 0.151211 -5.835720 0.00 -0.01 -0.03 0.0003
H 1.321650 -4.055089 5.088544 -0.01 0.00 0.00 0.0001
C -1.507526 4.678184 1.396939 0.00 -0.02 -0.02 -0.0012
C -3.429300 1.465893 -3.966996 0.00 -0.01 0.01 0.0009
C -3.643173 0.589333 2.680127 0.09 -0.02 -0.04 0.0026
H -0.113395 -4.661929 -1.700945 0.01 0.01 -0.01 0.0001
C -2.859356 -0.205219 0.607400 -0.13 0.06 0.02 0.0097
H -2.008129 -3.440510 -5.485769 -0.01 0.01 0.00 -0.0003
H 1.077787 0.174477 5.678859 0.01 0.02 0.01 -0.0001
H 5.824911 -0.341397 -0.672577 -0.01 0.01 0.01 -0.0025
H 4.305399 3.670317 -0.414114 -0.01 0.00 0.01 0.0108
C -1.048073 2.325742 1.217369 0.00 0.00 0.02 0.0300
C 2.831254 2.162747 2.869522 0.01 0.01 0.00 0.0021
C 5.947349 0.722426 -0.837227 -0.02 0.01 -0.05 -0.0001
H 0.422587 -2.594755 -0.548160 0.02 -0.05 0.01 -0.0387
C -2.001511 2.184065 0.213203 0.11 0.00 0.07 0.0330
C -0.798691 3.555937 1.803343 -0.01 0.03 -0.02 -0.0182
H 1.956498 -1.534184 -6.076751 0.02 -0.02 0.02 0.0000
H -0.490070 -3.765270 -4.640074 -0.01 -0.02 -0.01 -0.0001
C 0.192294 -0.576688 3.886064 0.02 0.03 -0.02 -0.0078
C -2.462102 4.551096 0.399287 0.01 -0.02 0.01 -0.0003
C -1.035166 -2.846076 1.016213 -0.04 0.00 0.02 0.0189
H -1.588117 1.593697 -2.880913 0.01 0.00 -0.01 -0.0028
H -0.107852 -2.108756 -6.472391 0.01 -0.04 0.02 0.0001
N 0.454346 -1.252674 -4.675698 0.06 -0.07 0.07 0.0034
H 2.378692 3.043016 4.769842 0.00 -0.01 -0.01 0.0000
C 7.096681 1.204581 -1.446989 0.00 0.02 -0.01 -0.0037
H -2.990713 1.815840 -4.893773 0.00 -0.01 0.01 -0.0001
H 3.638332 -0.148187 -4.726106 -0.01 0.01 -0.01 0.0000
O -1.038239 0.303942 -0.967199 0.10 0.03 0.06 -0.1075
C 3.707211 1.348609 2.161545 0.03 0.03 0.04 0.0191
C 1.269346 -1.959067 5.534206 0.00 0.00 0.00 -0.0014
C -5.331715 0.733134 -2.711527 0.02 0.01 -0.02 0.0003
H -4.855316 2.309404 3.026861 0.00 0.00 0.00 0.0000
C 5.085384 2.974792 -0.702925 0.03 0.03 0.05 -0.0153
H -3.489672 2.140707 4.138858 -0.01 0.00 0.00 0.0000
H -6.386299 0.497082 -2.651649 0.00 0.00 0.00 -0.0002
C 7.237708 2.563662 -1.686663 0.00 -0.02 0.00 0.0009
C 5.006654 0.995310 4.151593 0.00 0.01 0.00 -0.0027
H 1.941080 1.212018 -3.512161 -0.02 0.00 -0.01 -0.0006
C -4.782384 1.153900 -3.911765 0.00 -0.01 0.03 -0.0012
H -1.333510 -1.057371 -5.766751 0.00 0.00 -0.03 -0.0002
H -2.724179 -1.863733 -3.783737 0.00 -0.01 0.00 0.0010
C -0.655698 -4.406727 -0.798877 0.01 -0.01 0.05 0.0165
Se 1.703633 2.051716 -0.329173 0.13 0.04 -0.03 -0.3041
H 8.132739 2.936017 -2.167135 0.00 0.00 0.00 -0.0001
C 0.320670 -2.943551 3.555297 -0.03 0.00 0.00 -0.0007
C -0.583337 -1.821418 -5.536409 0.00 0.10 0.00 -0.0010
C -2.243589 0.804655 -0.402726 0.04 0.00 -0.17 -0.0516
H -2.493466 -3.512422 2.455971 0.01 -0.03 -0.01 -0.0001
H 3.068659 -1.600537 -3.894176 0.02 0.01 -0.01 -0.0006
H 1.791790 -2.060825 6.476643 0.00 0.00 0.00 -0.0001
H 1.979513 2.609396 2.372740 0.02 -0.01 -0.01 -0.0035
H -5.594000 -0.014683 3.332560 0.00 0.00 -0.01 0.0001
H -5.001061 0.309550 -0.644438 -0.01 0.01 -0.02 0.0001
C -3.181342 0.910227 -1.622550 -0.05 0.04 -0.02 -0.0085
H -0.502235 1.460286 1.564237 -0.02 0.00 0.01 -0.0069
C 0.866172 -0.706644 5.087229 0.02 -0.02 -0.01 0.0015
C 4.136760 1.819338 4.857237 0.02 -0.02 0.01 -0.0001
C -4.560164 -0.326767 3.477049 -0.03 0.01 0.00 -0.0003
C 0.227508 -1.108455 -3.349718 0.10 0.08 -0.15 -0.0234
H -0.109497 0.406216 3.552277 0.00 -0.02 -0.01 -0.0010
H -1.322430 5.639771 1.857612 0.00 0.00 0.00 -0.0003
C 1.681759 -0.797397 -5.320627 -0.09 0.05 -0.02 0.0007
N -0.864044 -1.703322 -2.836174 -0.11 0.11 0.13 0.0132
C -2.704796 3.314687 -0.187719 -0.09 0.01 0.01 -0.0037
H -3.028690 5.414614 0.076415 0.00 0.00 0.00 0.0001
H 2.976699 0.336209 -2.396198 -0.01 0.03 0.02 0.0135
C -0.105806 -1.697955 3.110730 0.01 -0.05 0.05 0.0009
P 3.488267 1.008804 0.407475 0.10 0.04 0.04 -0.0198
C 6.232139 3.448891 -1.318099 -0.03 -0.02 0.01 -0.0043
H -3.467831 3.238865 -0.950757 0.02 -0.01 0.00 0.0004